The following is a DFT calculation (wB97M-V/def2-TZVPD) of an isolated molecule of C2H3N3OS in a non-equilibrium geometry.

* HOMO energy: -8.277 eV

Geometry as XYZ:
```
10
Properties=species:S:1:pos:R:3:forces:R:3
H -1.1851 0.6530 -2.3107 0.267 0.358 -0.418
N 0.4849 0.8126 -0.7335 0.027 -1.300 0.923
H -0.9961 -1.7595 0.3476 0.536 1.182 0.040
C -0.5194 -0.0342 -0.7330 0.446 1.692 -0.933
N 0.4636 -0.4635 1.1231 -0.079 -0.595 1.906
O -1.3917 -0.0753 -1.7264 -0.433 -0.984 0.647
H 0.1830 -0.3005 2.1048 0.888 -0.089 -0.723
N -0.6729 -0.7693 0.3850 -0.852 -1.031 -0.656
C 1.1567 0.5442 0.4731 0.394 1.754 -0.451
S 2.4770 1.3924 1.0701 -1.194 -0.986 -0.334
```
Positions in Å, forces in eV/Å.

The following is a DFT calculation (wB97M-V/def2-TZVPD) of an isolated molecule of C2H3N3OS in a non-equilibrium geometry.

* HOMO energy: -8.786 eV

Geometry as XYZ:
```
10
Properties=species:S:1:pos:R:3:forces:R:3
C -1.0791 1.1461 -0.2335 -1.008 -2.454 -1.537
S 1.9124 -1.1214 0.6503 -0.722 -1.164 0.265
N 0.0614 0.9661 0.5793 -0.163 1.749 0.434
N -1.2526 -0.1329 -0.9059 -1.723 1.295 -0.786
O -0.3315 -0.9435 -0.4358 2.925 -2.603 1.277
C 0.4642 -0.2161 0.3953 -0.766 -0.737 -1.593
H -2.0652 -0.7439 -1.0539 -0.173 1.535 0.310
H 1.1350 -2.2134 0.1903 1.480 0.902 0.606
H -1.7948 2.9614 -0.1397 0.018 -2.128 -1.167
N -1.8848 2.0105 -0.6571 0.133 3.605 2.190
```
Positions in Å, forces in eV/Å.

The following is a DFT calculation (wB97M-V/def2-TZVPD) of a cluster of 2 separate species, C2H3N3OS in total in a non-equilibrium geometry.

* HOMO energy: -9.462 eV

Geometry as XYZ:
```
10
Properties=species:S:1:pos:R:3:forces:R:3
N 1.7715 2.3192 1.1262 -0.012 0.080 0.071
N 1.6132 1.4089 0.3139 -0.116 -1.535 -1.694
N -1.4686 0.1271 0.6601 -0.311 0.305 2.119
O -1.5159 -0.1506 -1.6725 0.182 0.789 1.204
H -0.7675 0.6294 1.1451 0.492 0.505 0.865
S 1.7392 -1.0544 -0.5775 0.456 -0.509 0.893
H 2.7247 2.6523 0.9682 0.115 0.363 0.271
C 1.4528 0.6051 -0.5875 0.109 1.632 1.281
H 1.3885 -1.3075 -1.8129 -0.330 -0.041 -0.850
C -1.4259 0.0993 -0.5233 -0.586 -1.588 -4.159
```
Positions in Å, forces in eV/Å.

The following is a DFT calculation (wB97M-V/def2-TZVPD) of an isolated molecule of C2H3N3OS in a non-equilibrium geometry.

* HOMO energy (alpha / beta): -6.910 / -8.965 eV
* multiplicity: 3
* ⟨S²⟩: 2.016

Geometry as XYZ:
```
10
Properties=species:S:1:pos:R:3:forces:R:3
C -1.0522 0.5253 0.2264 1.586 1.315 1.109
N 0.0028 -0.2736 -0.0509 1.065 1.311 0.319
H 1.9687 -0.1408 0.8001 -0.918 1.204 -0.210
N -2.2570 0.5794 0.0728 0.925 -1.995 -0.806
H 1.7937 0.3075 -0.8492 0.477 0.263 -0.766
H 0.9799 1.4352 0.2441 0.545 0.875 0.686
S -3.7431 0.8597 0.0283 -2.778 0.683 -0.014
C 1.3044 0.4382 0.0917 0.210 -2.640 -0.114
N -0.0364 -1.5876 -0.2417 -0.664 -1.939 -0.354
O 1.0391 -2.1432 -0.3217 -0.448 0.923 0.150
```
Positions in Å, forces in eV/Å.

The following is a DFT calculation (wB97M-V/def2-TZVPD) of a cluster of 2 separate species, C2H3N3S2 in total in a non-equilibrium geometry.

* HOMO energy: -8.823 eV

Geometry as XYZ:
```
10
Properties=species:S:1:pos:R:3:forces:R:3
N 1.5329 0.0525 -0.9851 -0.386 0.002 -0.360
H -2.5249 -1.0878 -1.1821 0.531 0.260 2.470
N -2.2805 -0.8169 -0.1457 1.819 -0.068 -2.332
S 0.5900 1.5492 0.9686 -3.655 -1.338 1.279
C -1.0302 -0.4213 -0.1501 -3.604 -0.381 -2.511
S 0.0176 -0.3999 -1.5658 0.194 0.125 -0.758
H -0.4530 -0.7472 2.0390 0.180 3.420 -4.584
C 1.6957 0.8624 -0.0136 5.123 -1.613 -2.301
N -0.3553 0.0455 0.8628 1.035 -0.999 8.982
H 2.8077 0.9633 0.1720 -1.237 0.591 0.115
```
Positions in Å, forces in eV/Å.

The following is a DFT calculation (wB97M-V/def2-TZVPD) of an isolated molecule of C2H3N3S2 in a non-equilibrium geometry.

* HOMO energy: -9.161 eV

Geometry as XYZ:
```
10
Properties=species:S:1:pos:R:3:forces:R:3
S 0.7217 1.3775 -0.4573 -1.078 -0.085 0.180
C -1.8119 0.8890 0.1151 0.597 -0.066 0.364
H 2.9686 -0.0859 -0.1495 0.239 0.724 -0.143
N -0.0447 -1.1246 0.1746 -1.000 2.455 -1.156
C 1.0348 -0.3573 -0.1920 2.046 0.272 1.129
N -0.8412 1.7132 0.1833 -0.232 -0.341 -0.407
H -2.8190 1.1895 0.4850 0.807 -0.240 -0.383
S -1.6217 -0.7824 -0.4980 0.582 0.098 0.382
H 0.1654 -2.0523 0.3758 0.194 -1.888 0.470
N 2.2480 -0.7667 -0.0370 -2.155 -0.930 -0.434
```
Positions in Å, forces in eV/Å.

The following is a DFT calculation (wB97M-V/def2-TZVPD) of an isolated molecule of C2H3N3S2 in a non-equilibrium geometry.

* HOMO energy: -9.094 eV

Geometry as XYZ:
```
10
Properties=species:S:1:pos:R:3:forces:R:3
C 1.4890 -0.7682 0.0508 0.045 3.170 -2.651
N -2.4514 0.1973 0.1673 -1.708 0.233 -2.323
S 1.1082 0.5821 1.3088 1.637 -1.840 -2.219
H -2.7561 0.1258 -0.8613 -0.283 0.228 1.986
H 2.3648 -1.2506 0.1200 3.218 -1.992 1.316
S -0.3800 0.0317 -1.5104 0.948 -0.042 0.131
N -0.4031 -0.0758 1.1935 -0.823 0.521 -2.478
N 1.1275 -0.8481 -1.1969 -2.334 0.861 2.750
H -0.8468 -0.0013 2.0184 -2.497 -0.077 3.357
C -1.2095 0.1668 0.0826 1.797 -1.062 0.130
```
Positions in Å, forces in eV/Å.

The following is a DFT calculation (wB97M-V/def2-TZVPD) of the ion C2H3N4O3P with charge -2 in a non-equilibrium geometry.

* HOMO energy: 0.212 eV
* total charge: -2

Geometry as XYZ:
```
13
Properties=species:S:1:pos:R:3:forces:R:3
N 1.1553 -0.2133 -0.5464 0.734 -0.643 1.256
C 0.3797 0.6387 -0.8685 -0.869 0.023 -0.400
O 0.0709 2.9735 -2.0690 0.541 0.915 0.058
O 1.3437 0.9115 -3.1438 -2.203 1.344 0.968
H -1.7612 -0.1611 1.7204 0.965 0.858 -1.500
H -0.8552 -1.4138 2.7496 -0.533 -0.381 0.391
C -0.9630 0.0211 0.8784 -0.760 0.282 0.300
N 0.0322 -0.7010 1.2255 0.178 -0.709 0.303
N 1.1858 -0.9519 0.5418 0.637 -0.643 0.446
H 0.5282 -2.3149 2.3882 -0.711 1.722 -0.370
O -1.2786 1.0239 -2.8867 -0.388 -0.550 -0.467
N 0.0988 -1.3441 2.4688 1.173 -1.781 0.839
P 0.0633 1.5314 -2.4584 1.235 -0.437 -1.824
```
Positions in Å, forces in eV/Å.

The following is a DFT calculation (wB97M-V/def2-TZVPD) of a cluster of 2 separate species, C2H3N4O7 in total in a non-equilibrium geometry.

* HOMO energy: -4.360 eV
* total charge: -1

Geometry as XYZ:
```
16
Properties=species:S:1:pos:R:3:forces:R:3
O -2.7200 0.5060 1.1478 0.607 0.094 -0.352
H 0.2064 -0.6675 -1.7884 -2.940 2.134 1.215
C -1.1417 -0.2800 -0.3848 0.419 -0.425 0.856
O -0.6276 -0.0050 -1.6147 2.135 -1.905 -0.934
O -2.0832 1.6915 -0.5779 -0.368 1.415 -0.058
O -1.4761 -2.1611 1.0336 0.512 0.638 -0.332
N 2.5089 -0.0136 0.0558 0.762 -0.203 -0.588
C 0.5839 1.0644 0.7088 -0.773 0.254 1.784
N 1.6093 0.3566 0.9899 -0.857 0.304 2.461
N -2.0395 0.6886 0.1189 0.152 -2.526 -0.269
O 2.1438 -0.1985 -1.0991 0.896 0.020 0.208
N -0.8716 -1.6200 0.1020 -2.002 1.852 -0.053
O 3.6387 -0.1826 0.5179 -0.755 0.060 -1.156
H -0.0721 1.4562 1.5584 1.075 -1.082 -0.891
O -0.0077 -2.1622 -0.5707 1.002 -1.184 -0.150
H 0.3485 1.5272 -0.1977 0.134 0.553 -1.742
```
Positions in Å, forces in eV/Å.

The following is a DFT calculation (wB97M-V/def2-TZVPD) of the ion C2H3N4S with charge -1 in a non-equilibrium geometry.

* HOMO energy (alpha / beta): -2.719 / -2.572 eV
* total charge: -1

Geometry as XYZ:
```
10
Properties=species:S:1:pos:R:3:forces:R:3
H -2.3084 -0.3828 -1.1262 1.006 0.222 0.684
N 2.0578 0.2053 -0.0472 -1.359 -0.594 -0.526
S 3.3305 0.6609 -0.9851 -0.079 0.452 0.105
H -2.0564 -1.4433 -0.0091 -0.226 -2.199 0.748
C -0.4344 -0.2581 -0.1608 -1.050 0.599 0.582
C 0.1291 0.5460 1.0102 -0.906 -0.646 -2.374
N 0.2603 -0.5868 -1.1262 1.917 0.023 0.114
N 1.3504 0.8589 0.8002 1.493 -0.081 0.722
N -1.8816 -0.5073 -0.1893 -0.688 2.130 -0.427
H -0.4473 0.9072 1.8335 -0.107 0.094 0.373
```
Positions in Å, forces in eV/Å.

The following is a DFT calculation (wB97M-V/def2-TZVPD) of an isolated molecule of C2H3N5O in a non-equilibrium geometry.

* HOMO energy: -10.148 eV

Geometry as XYZ:
```
11
Properties=species:S:1:pos:R:3:forces:R:3
N 2.2898 -0.7734 -0.0079 0.276 0.881 0.532
N 1.1605 1.2869 0.0156 -0.503 1.036 0.229
O -1.0973 1.2532 -0.0643 -1.405 -0.239 -0.008
H 3.1202 -0.1435 0.1134 -1.195 -0.612 -0.276
N -0.0151 -0.7540 -0.1211 -0.200 -1.821 0.095
C 1.1993 -0.1203 0.0090 0.621 -0.627 -0.677
H -3.1884 -0.0432 0.1710 1.550 -0.834 -0.390
N -2.3697 -0.7037 0.0472 0.455 1.333 0.086
H 0.0402 -1.7958 -0.0837 -0.397 1.368 -0.074
N 0.0997 1.9146 -0.0287 1.539 -0.014 0.023
C -1.2393 -0.1208 -0.0504 -0.740 -0.473 0.459
```
Positions in Å, forces in eV/Å.

The following is a DFT calculation (wB97M-V/def2-TZVPD) of an isolated molecule of C2H3N5O in a non-equilibrium geometry.

* HOMO energy: -9.972 eV

Geometry as XYZ:
```
11
Properties=species:S:1:pos:R:3:forces:R:3
N 0.6845 -1.1491 -0.3622 -0.538 -0.294 0.021
N 1.4522 0.6532 0.3333 2.221 2.696 0.759
H -1.0042 1.8019 -0.6324 0.103 -0.622 -0.203
O -1.8716 -1.0593 0.4738 -0.367 0.173 -0.702
N -2.0736 0.0891 -0.2667 1.777 1.442 0.876
N 1.9937 -1.2291 -0.2573 1.206 -0.034 0.132
C 0.3489 0.0804 0.0257 -2.778 -0.896 -1.679
C -0.9674 0.7566 -0.3046 -0.154 -1.088 0.367
N 2.5176 -0.0997 0.1586 -0.708 -1.795 -0.341
H 1.6475 1.6045 0.4781 -0.108 1.323 0.529
H -2.7276 -1.4485 0.3537 -0.654 -0.905 0.242
```
Positions in Å, forces in eV/Å.

Number 1: energy -19474.8489 eV. Number 2: energy -19472.7317 eV. Number 3: energy -19472.5689 eV. Number 4: energy -19468.8156 eV. Number 5: energy -28259.0594 eV. Number 6: energy -28261.8443 eV. Number 7: energy -28260.4783 eV. Number 8: energy -23509.7732 eV. Number 9: energy -22406.4697 eV. Number 10: energy -18915.4865 eV. Number 11: energy -11618.0148 eV. Number 12: energy -11616.8173 eV.